Entry 1:
DFT (the ωB97M-V functional and the def2-TZVPD basis) results for the molecule C3H4O3S in a non-equilibrium geometry.

Summary:
- HOMO-LUMO gap (alpha / beta): 8.35 / 6.93 eV
- Calculated total energy: -740.43219 Eh
- M: 120.13 g/mol
- Relative energy (zero: lowest compared OMol25 entry of this formula, charge and spin): 142.70 kcal/mol
- Spin multiplicity: 1

CARTESIAN COORDINATES (ANGSTROEM)
C1 1.563 0.024 -0.597
C2 -0.795 -0.320 0.089
C3 -2.123 0.325 0.018
O1 4.170 0.416 -0.181
O2 2.070 -1.140 0.008
O3 0.269 0.355 -0.252
S1 2.929 0.225 0.514
H1 -0.693 -1.360 0.370
H2 -2.387 0.773 0.980
H3 -2.879 -0.416 -0.224
H4 -2.125 1.120 -0.726

Entry 2:
DFT (the ωB97M-V functional and the def2-TZVPD basis) results for C15H17CrN6OS as an isolated structure in a non-equilibrium geometry.

Summary:
- HOMO-LUMO gap (alpha / beta): 6.26 / 7.17 eV
- Calculated total energy: -2427.70261 Eh
- M: 381.40 g/mol
- Relative energy (zero: lowest compared OMol25 entry of this formula, charge and spin): 41.74 kcal/mol
- Spin multiplicity: 4
- Charge: +2

CARTESIAN COORDINATES (ANGSTROEM)
Cr1 -0.123 0.246 -0.298
N1 -3.559 -1.356 1.815
C1 -2.630 -0.616 1.195
S1 -1.066 -0.111 1.865
N2 -3.074 -0.140 0.009
N3 -2.208 0.784 -0.523
C2 -2.344 2.111 -0.466
C3 -1.139 2.937 -0.450
C4 -1.264 4.330 -0.325
C5 -0.141 5.094 -0.337
C6 1.124 4.437 -0.397
C7 1.151 3.086 -0.568
N4 0.015 2.316 -0.566
H1 -3.284 -1.885 2.571
H2 -4.486 -1.510 1.417
H3 -3.325 2.606 -0.571
H4 -2.253 4.756 -0.159
H5 -0.267 6.150 -0.319
H6 2.116 4.936 -0.322
H7 2.058 2.578 -0.910
C8 4.079 0.479 -0.490
C9 2.765 -0.135 -0.013
O1 1.784 0.560 0.393
N5 2.807 -1.467 0.026
C10 1.941 -2.364 0.801
C11 0.537 -2.684 0.267
C12 -0.150 -3.804 0.637
C13 -1.395 -4.145 0.099
C14 -1.838 -3.330 -0.963
C15 -1.046 -2.247 -1.353
N6 0.022 -1.874 -0.669
H8 4.859 -0.244 -0.368
H9 4.274 1.396 0.052
H10 3.958 0.750 -1.532
H11 3.580 -1.851 -0.560
H12 1.832 -1.986 1.820
H13 2.435 -3.335 0.913
H14 0.332 -4.391 1.406
H15 -2.011 -4.863 0.623
H16 -2.781 -3.591 -1.559
H17 -1.288 -1.626 -2.189

Entry 3:
DFT (the ωB97M-V functional and the def2-TZVPD basis) results for a 9-piece molecular cluster, C45H75F6N3O21 overall in a non-equilibrium geometry.

Summary:
- HOMO-LUMO gap: 8.87 eV
- SMILES: CC1(C)CCCC(C)(C)N1O.CC1(C)CCCC(C)(C)N1O.CC1(C)CCCC(C)(C)N1O.O=C1OC[C@@H](F)O1.O=C1OC[C@@H](F)O1.O=C1OC[C@@H](F)O1.O=C1OC[C@@H](F)O1.O=C1OC[C@@H](F)O1.O=C1OC[C@@H](F)O1
- Calculated total energy: -4103.09088 Eh
- M: 1108.08 g/mol
- Spin multiplicity: 1

CARTESIAN COORDINATES (ANGSTROEM)
C1 -27.207 -3.314 10.662
C2 -27.048 -1.863 11.048
C3 -28.031 -1.478 12.138
C4 -25.585 -1.617 11.425
C5 -25.312 -0.097 11.500
C6 -25.500 0.600 10.193
C7 -26.904 0.338 9.562
C8 -27.954 1.260 10.182
C9 -26.923 0.638 8.053
N1 -27.208 -1.142 9.729
O1 -28.529 -1.218 9.253
H1 -26.884 -4.014 11.466
H2 -28.248 -3.563 10.586
H3 -26.697 -3.431 9.693
H4 -27.964 -1.806 13.161
H5 -28.161 -0.372 12.215
H6 -29.012 -1.838 11.837
H7 -25.479 -2.047 12.431
H8 -24.876 -2.055 10.796
H9 -26.029 0.336 12.204
H10 -24.294 0.069 11.772
H11 -24.882 0.191 9.396
H12 -25.370 1.676 10.314
H13 -28.936 0.894 9.932
H14 -27.729 2.239 9.700
H15 -27.849 1.305 11.272
H16 -26.145 0.001 7.526
H17 -26.740 1.696 7.927
H18 -27.891 0.378 7.608
H19 -28.512 -1.945 8.663
C10 -16.661 1.736 13.029
C11 -18.016 2.224 12.445
C12 -18.015 1.897 10.968
C13 -19.226 1.482 13.130
C14 -19.611 2.091 14.498
C15 -19.726 3.591 14.380
C16 -18.536 4.330 13.869
C17 -18.862 5.792 13.515
C18 -17.391 4.339 14.900
N2 -18.262 3.650 12.571
O2 -17.157 4.416 12.017
H20 -16.586 1.860 14.119
H21 -16.402 0.744 12.672
H22 -15.874 2.369 12.543
H23 -17.089 2.400 10.573
H24 -18.163 0.841 10.785
H25 -18.890 2.347 10.527
H26 -20.128 1.663 12.522
H27 -19.190 0.428 13.115
H28 -20.610 1.868 14.744
H29 -18.902 1.797 15.336
H30 -20.007 4.015 15.345
H31 -20.561 3.785 13.693
H32 -19.413 6.233 14.360
H33 -19.573 5.778 12.635
H34 -17.971 6.315 13.193
H35 -16.542 4.905 14.483
H36 -17.046 3.326 15.245
H37 -17.810 4.857 15.761
H38 -16.383 4.122 12.501
C19 -20.169 -4.262 12.152
C20 -21.479 -3.527 11.941
C21 -21.537 -2.964 10.512
C22 -22.665 -4.507 12.261
C23 -22.829 -4.859 13.684
C24 -22.900 -3.585 14.587
C25 -21.794 -2.524 14.265
C26 -22.260 -1.162 14.813
C27 -20.402 -2.837 14.998
N3 -21.726 -2.377 12.809
O3 -20.720 -1.390 12.517
H39 -19.366 -3.456 12.204
H40 -20.090 -4.892 13.090
H41 -19.999 -4.891 11.311
H42 -22.411 -2.294 10.353
H43 -20.646 -2.399 10.244
H44 -21.564 -3.769 9.753
H45 -23.585 -3.968 12.035
H46 -22.544 -5.444 11.751
H47 -23.798 -5.406 13.753
H48 -22.055 -5.565 14.043
H49 -22.610 -3.845 15.657
H50 -23.879 -3.114 14.638
H51 -22.464 -1.339 15.883
H52 -23.085 -0.704 14.296
H53 -21.405 -0.462 14.882
H54 -20.481 -2.607 16.072
H55 -19.514 -2.338 14.519
H56 -20.241 -3.872 14.915
H57 -21.248 -0.603 12.329
O4 -18.285 -0.506 5.210
C28 -18.468 0.596 4.862
O5 -17.526 1.548 4.908
C29 -18.085 2.800 4.450
C30 -19.369 2.323 3.764
F1 -19.170 2.149 2.425
O6 -19.617 1.009 4.297
H58 -18.332 3.430 5.269
H59 -17.377 3.139 3.659
H60 -20.176 2.961 3.978
O7 -22.386 2.184 4.475
C31 -22.413 1.222 3.781
O8 -22.626 -0.043 4.161
C32 -22.111 -0.880 3.056
C33 -22.282 0.042 1.862
F2 -23.537 -0.077 1.387
O9 -22.157 1.320 2.487
H61 -21.044 -1.098 3.295
H62 -22.706 -1.682 2.922
H63 -21.505 0.089 1.088
O10 -19.312 2.605 7.023
C34 -19.252 3.516 7.838
O11 -18.268 4.373 7.912
C35 -18.428 5.088 9.134
C36 -19.847 4.823 9.567
F3 -20.744 5.681 9.045
O12 -20.113 3.605 8.897
H64 -17.726 4.598 9.796
H65 -18.317 6.164 8.940
H66 -19.961 4.697 10.641
O13 -12.591 4.202 7.752
C37 -13.378 3.475 7.353
O14 -14.671 3.266 7.789
C38 -15.333 2.425 6.906
C39 -14.333 2.212 5.711
F4 -14.630 3.046 4.624
O15 -13.152 2.677 6.248
H67 -15.577 1.465 7.359
H68 -16.261 2.922 6.632
H69 -14.201 1.185 5.348
O16 -25.151 -5.896 6.232
C40 -24.884 -4.850 6.683
O17 -24.848 -4.440 8.008
C41 -24.512 -3.072 7.947
C42 -24.084 -2.728 6.494
F5 -22.687 -2.677 6.238
O18 -24.575 -3.826 5.815
H70 -25.442 -2.672 8.335
H71 -23.710 -2.840 8.674
H72 -24.526 -1.828 6.088
O19 -22.627 0.689 10.732
C43 -22.213 0.619 9.623
O20 -21.206 -0.230 9.215
C44 -21.177 -0.230 7.788
C45 -22.319 0.720 7.417
F6 -23.363 -0.113 7.012
O21 -22.675 1.362 8.579
H73 -20.207 0.188 7.406
H74 -21.222 -1.263 7.463
H75 -22.151 1.374 6.631

Entry 4:
DFT (the ωB97M-V functional and the def2-TZVPD basis) results for a 2-piece molecular cluster, C2HCl2NO2 overall in a non-equilibrium geometry.

Summary:
- HOMO-LUMO gap (alpha / beta): 8.09 / 9.01 eV
- Calculated total energy: -1202.21723 Eh
- M: 141.94 g/mol
- Relative energy (zero: lowest compared OMol25 entry of this formula, charge and spin): 61.45 kcal/mol
- Spin multiplicity: 1

CARTESIAN COORDINATES (ANGSTROEM)
C1 -0.611 0.277 -0.668
C2 -0.471 0.495 0.694
N1 -0.767 -0.166 -1.707
O1 -0.489 2.147 2.285
O2 -0.698 1.704 1.082
Cl1 1.533 -1.590 -1.021
Cl2 0.097 -0.836 1.609
H1 1.407 -2.031 -2.273

Entry 5:
DFT (the ωB97M-V functional and the def2-TZVPD basis) results for a 2-piece molecular cluster, C3H9ClNPS overall in a non-equilibrium geometry.

Summary:
- HOMO-LUMO gap (alpha / beta): 6.60 / 6.82 eV
- Calculated total energy: -1374.05680 Eh
- M: 157.61 g/mol
- Relative energy (zero: lowest compared OMol25 entry of this formula, charge and spin): 18.32 kcal/mol
- Spin multiplicity: 3

CARTESIAN COORDINATES (ANGSTROEM)
C1 0.469 -1.301 2.260
C2 -1.121 -0.833 0.636
C3 -0.295 1.147 -2.864
N1 0.269 -0.722 1.180
P1 1.170 0.720 0.438
S1 0.843 1.923 2.055
Cl1 3.078 0.323 0.591
H1 -0.298 -1.894 2.774
H2 -0.327 0.573 -3.738
H3 1.326 -1.435 2.896
H4 -1.769 -0.204 1.245
H5 -1.044 -0.299 -0.290
H6 -1.467 -1.774 0.518
H7 0.875 1.376 -2.752
H8 -1.036 1.871 -2.967
H9 -0.671 0.529 -1.981

Entry 6:
DFT (the ωB97M-V functional and the def2-TZVPD basis) results for C27H65AlN3O3 as an isolated structure in a non-equilibrium geometry.

Summary:
- HOMO-LUMO gap: 7.08 eV
- Calculated total energy: -1700.14052 Eh
- M: 506.82 g/mol
- Spin multiplicity: 1
- Charge: -1

CARTESIAN COORDINATES (ANGSTROEM)
C1 2.360 -0.140 -3.794
C2 0.864 0.233 -4.337
C3 0.739 1.828 -4.296
C4 -0.154 -0.496 -3.352
C5 -1.665 -0.557 -3.867
C6 -2.579 -1.530 -2.982
C7 -1.789 -1.039 -5.391
O1 -2.074 0.128 -6.198
Al1 -3.901 0.607 -6.102
C8 -4.214 2.193 -4.840
C9 -5.037 1.869 -3.532
O2 -6.116 2.500 -3.357
O3 -4.654 0.966 -2.511
H1 2.742 -0.983 -4.453
H2 2.999 0.799 -3.856
H3 2.230 -0.422 -2.703
H4 0.833 -0.124 -5.412
H5 1.136 2.283 -3.327
H6 1.402 2.239 -5.138
H7 -0.315 2.201 -4.490
H8 0.232 -1.567 -3.174
H9 -0.189 0.026 -2.325
H10 -2.116 0.498 -3.793
H11 -2.652 -1.123 -1.921
H12 -3.640 -1.523 -3.421
H13 -2.182 -2.609 -2.980
H14 -2.605 -1.812 -5.573
H15 -0.802 -1.477 -5.775
H16 -4.295 1.129 -7.579
H17 -4.782 -0.681 -5.801
H18 -3.186 2.621 -4.566
H19 -4.781 2.998 -5.426
H20 -3.735 1.116 -2.215
C10 4.694 3.967 -5.880
C11 5.021 4.133 -4.401
N1 6.125 3.296 -3.944
C12 6.251 3.252 -2.490
C13 6.607 4.552 -1.769
C14 7.380 3.432 -4.675
C15 8.023 4.817 -4.733
H21 4.488 2.922 -6.123
H22 3.803 4.550 -6.129
H23 5.504 4.323 -6.522
H24 4.119 3.858 -3.843
H25 5.204 5.196 -4.196
H26 6.982 2.485 -2.215
H27 5.300 2.890 -2.081
H28 7.658 4.811 -1.896
H29 6.440 4.432 -0.693
H30 5.995 5.394 -2.099
H31 7.215 3.091 -5.702
H32 8.110 2.720 -4.273
H33 7.300 5.608 -4.943
H34 8.769 4.841 -5.534
H35 8.546 5.060 -3.808
C16 -2.936 -3.340 1.579
C17 -1.547 -2.713 1.598
N2 -1.551 -1.268 1.405
C18 -0.223 -0.717 1.149
C19 0.815 -0.818 2.266
C20 -2.377 -0.499 2.328
C21 -2.083 -0.630 3.823
H36 -3.468 -3.092 0.658
H37 -2.851 -4.429 1.636
H38 -3.542 -3.018 2.430
H39 -0.980 -3.173 0.782
H40 -1.042 -2.999 2.530
H41 -0.319 0.332 0.851
H42 0.184 -1.221 0.265
H43 0.623 -0.099 3.063
H44 1.808 -0.587 1.866
H45 0.867 -1.819 2.701
H46 -3.423 -0.778 2.163
H47 -2.338 0.560 2.052
H48 -1.919 -1.664 4.130
H49 -2.936 -0.253 4.397
H50 -1.217 -0.037 4.118
C22 -2.522 -3.697 10.544
C23 -3.269 -3.568 9.222
N3 -2.896 -2.391 8.447
C24 -3.799 -2.126 7.329
C25 -3.857 -3.159 6.205
C26 -1.476 -2.240 8.149
C27 -0.786 -3.368 7.381
H51 -2.645 -2.799 11.155
H52 -2.916 -4.545 11.110
H53 -1.454 -3.875 10.396
H54 -4.336 -3.504 9.464
H55 -3.134 -4.494 8.648
H56 -3.561 -1.148 6.898
H57 -4.811 -2.013 7.735
H58 -2.977 -3.107 5.564
H59 -4.723 -2.958 5.567
H60 -3.961 -4.180 6.578
H61 -0.942 -2.098 9.094
H62 -1.318 -1.299 7.611
H63 -1.059 -4.357 7.753
H64 0.299 -3.271 7.485
H65 -1.006 -3.324 6.314

Entry 7:
DFT (the ωB97M-V functional and the def2-TZVPD basis) results for the molecule C21H29N3O3.

Summary:
- HOMO-LUMO gap: 8.98 eV
- SMILES: CCOC(=O)C1(CCOc2ccccc2)CCN(Cc2cnc(C)[nH]2)CC1
- Calculated total energy: -1207.62767 Eh
- M: 371.48 g/mol
- Relative energy (zero: lowest compared OMol25 entry of this formula, charge and spin): 52.22 kcal/mol
- Spin multiplicity: 1

CARTESIAN COORDINATES (ANGSTROEM)
C1 -1.501 -3.528 2.185
C2 -0.430 -3.374 1.114
O1 -0.716 -2.297 0.220
C3 -0.376 -1.066 0.628
O2 0.142 -0.846 1.691
C4 -0.730 -0.019 -0.423
C5 -2.265 0.004 -0.609
C6 -3.065 -0.221 0.674
O3 -2.670 0.713 1.653
C7 -2.910 0.432 2.964
C8 -3.753 -0.576 3.419
C9 -3.919 -0.773 4.781
C10 -3.261 0.026 5.697
C11 -2.431 1.039 5.243
C12 -2.254 1.243 3.891
C13 -0.206 1.355 0.018
C14 1.327 1.404 0.005
N1 1.922 1.035 -1.265
C15 1.799 2.050 -2.304
C16 2.716 1.730 -3.432
C17 2.552 1.663 -4.786
N2 3.723 1.316 -5.388
C18 4.596 1.164 -4.428
C19 6.020 0.779 -4.597
N3 4.033 1.411 -3.216
C20 1.458 -0.276 -1.675
C21 -0.069 -0.398 -1.759
H1 -1.263 -4.381 2.813
H2 -1.539 -2.636 2.808
H3 -2.475 -3.689 1.728
H4 -0.379 -4.261 0.479
H5 0.543 -3.193 1.583
H6 -2.546 0.966 -1.040
H7 -2.553 -0.784 -1.308
H8 -2.897 -1.242 1.034
H9 -4.138 -0.106 0.455
H10 -4.295 -1.204 2.728
H11 -4.575 -1.561 5.121
H12 -3.395 -0.137 6.755
H13 -1.913 1.671 5.949
H14 -1.606 2.022 3.523
H15 -0.562 1.571 1.024
H16 -0.601 2.116 -0.658
H17 1.663 2.410 0.268
H18 1.712 0.711 0.758
H19 2.091 3.007 -1.856
H20 0.780 2.165 -2.704
H21 1.671 1.846 -5.368
H22 6.219 0.626 -5.653
H23 6.677 1.562 -4.220
H24 6.236 -0.141 -4.055
H25 4.458 1.335 -2.306
H26 1.898 -0.512 -2.648
H27 1.839 -0.997 -0.943
H28 -0.335 -1.421 -2.029
H29 -0.446 0.266 -2.539

Which of these has the lowest M?
C3H4O3S

What is the formula in the third record?
C45H75F6N3O21

Look up the spin multiplicity of the sixth one.
1

What is the spin multiplicity in the third record?
1